Entry 1:
{
  "formula": "C9H22N2Si",
  "method": "the ωB97M-V functional and the def2-TZVPD basis",
  "orbital_gap_ha": 0.334,
  "largest_force_ev_per_a": 3.9,
  "homo_energy_ev": -8.159,
  "elements": ["C", "C", "C", "C", "C", "C", "C", "C", "C", "N", "N", "Si", "H", "H", "H", "H", "H", "H", "H", "H", "H", "H", "H", "H", "H", "H", "H", "H", "H", "H", "H", "H", "H", "H"],
  "xyz": [[0.711514, 0.670002, 2.955007], [-0.034524, -0.243238, 2.284616], [3.437805, 0.800276, 0.240866], [-1.308698, 1.077364, -1.772915], [-1.423033, 2.261014, 0.215078], [-2.116565, -2.217913, 0.128723], [-0.253721, -2.446523, -1.335131], [2.476042, -0.200283, -0.407376], [-1.565831, 0.860930, -0.329462], [1.074190, 0.187410, -0.554753], [-0.690409, -1.888508, -0.087169], [-0.256233, -0.290724, 0.417464], [0.773924, 0.534691, 4.003870], [1.246269, 1.519630, 2.719645], [-0.674132, -1.022566, 2.780888], [3.418837, 1.119281, 1.321619], [4.421783, 0.548563, -0.169423], [3.195703, 1.763816, -0.200700], [-0.671017, 1.955017, -1.785344], [-1.018659, 0.232513, -2.339966], [-2.293262, 1.556653, -2.222016], [-0.494355, 2.735179, 0.193372], [-1.648804, 2.102262, 1.260111], [-2.241382, 2.809049, -0.241253], [-2.580122, -2.322496, -0.878078], [-2.230241, -3.188396, 0.654717], [-2.714003, -1.460856, 0.653834], [0.432824, -1.669183, -1.729327], [0.157398, -3.466973, -1.097721], [-1.082704, -2.354253, -2.043593], [2.763100, -0.479319, -1.418051], [2.645601, -1.158830, 0.049218], [-2.574684, 0.547754, -0.285294], [1.117405, 1.128648, -0.981459]],
  "atomic_forces_ev_per_a": [[-2.15, -3.10, 0.73], [-0.03, 0.83, -0.59], [-0.23, 1.19, -0.71], [-2.49, 2.04, -1.63], [-3.00, -1.30, 2.03], [0.13, -0.72, -0.19], [0.97, 0.81, 0.26], [-0.10, -0.63, 0.22], [1.84, 0.29, 0.37], [1.47, 1.17, 0.62], [-1.64, 0.27, 1.12], [-0.55, 0.32, -0.93], [-0.13, -0.15, 1.22], [1.02, 1.43, -1.77], [1.12, 0.80, 0.13], [-0.05, -1.47, -0.80], [0.17, 0.15, 0.75], [0.11, 0.38, -0.47], [0.84, -0.41, -1.01], [0.49, -0.58, -0.85], [1.67, -1.16, 0.48], [1.61, 0.60, -0.62], [-0.26, 0.86, 0.73], [0.22, 0.85, 0.07], [-0.05, 0.01, 0.65], [-0.07, 0.43, -0.21], [0.43, -0.08, 0.16], [0.56, -1.26, -0.05], [-0.29, 0.82, -1.25], [0.04, -0.99, -0.20], [0.84, 0.64, -0.35], [-0.71, -0.60, 0.82], [-1.04, -0.50, 0.88], [-0.69, -0.93, 0.41]],
  "mulliken_charge": [-0.9395, -0.2071, -1.1652, -1.5657, -1.8780, -1.0653, -1.0394, -0.7238, 0.7088, 0.0331, 0.0918, 0.0229, 0.2826, 0.3354, 0.2616, 0.2087, 0.3626, 0.3424, 0.4465, 0.2745, 0.3393, 0.3719, 0.5032, 0.4651, 0.3079, 0.2885, 0.3592, 0.2884, 0.2829, 0.3989, 0.4702, 0.4517, 0.4567, 0.2291]
}

---

Entry 2:
{
  "formula": "C9H22N5",
  "method": "the ωB97M-V functional and the def2-TZVPD basis",
  "orbital_gap_ha": 0.309,
  "largest_force_ev_per_a": 1.9,
  "homo_energy_ev": -11.974,
  "total_charge": 1,
  "elements": ["C", "C", "C", "N", "C", "N", "C", "N", "N", "C", "C", "C", "C", "N", "H", "H", "H", "H", "H", "H", "H", "H", "H", "H", "H", "H", "H", "H", "H", "H", "H", "H", "H", "H", "H", "H"],
  "xyz": [[3.942207, -1.587107, -0.365389], [3.540353, -0.363843, -0.165719], [2.263283, -0.109312, 0.608539], [1.156045, 0.406651, -0.210826], [0.487433, -0.417870, -1.273991], [1.108529, -1.717421, -1.440125], [0.688847, 1.594628, -0.033672], [1.192687, 2.504479, 0.881758], [-0.397852, 2.022910, -0.805146], [-1.614243, 2.212192, 0.043932], [-2.068554, 0.942531, 0.757599], [-2.964304, 0.030452, -0.126626], [-2.764021, -1.455147, 0.240537], [-2.674500, -2.323826, -0.951108], [4.497817, -1.887735, -1.245956], [3.707110, -2.386839, 0.332578], [4.185576, 0.427739, -0.536677], [2.488576, 0.526229, 1.462689], [1.929965, -1.061971, 1.025553], [0.578431, 0.131070, -2.209225], [-0.580631, -0.509942, -1.075100], [0.898303, -2.287867, -0.626990], [0.714102, -2.139721, -2.272238], [0.736004, 2.456337, 1.787012], [2.202404, 2.488356, 0.955881], [-0.106288, 2.947725, -1.122176], [-2.409680, 2.572634, -0.606060], [-1.417592, 2.991823, 0.791707], [-2.713705, 1.269251, 1.577856], [-1.263020, 0.368460, 1.225049], [-2.655040, 0.140431, -1.171964], [-4.008117, 0.311586, -0.020869], [-1.849268, -1.602396, 0.833515], [-3.585538, -1.839606, 0.850297], [-1.997231, -3.062526, -0.821504], [-2.468917, -1.803248, -1.793959]],
  "atomic_forces_ev_per_a": [[0.55, -1.75, -0.23], [-0.43, 1.03, 0.11], [1.20, -0.71, 0.79], [0.02, 0.26, -0.25], [0.17, -0.76, -0.77], [-0.10, 0.59, 0.54], [-0.45, 0.45, 0.25], [0.68, -0.12, -0.30], [0.06, -0.16, 0.14], [0.04, 0.04, 0.50], [-1.25, 0.15, -0.28], [1.15, -0.65, 0.36], [0.01, -0.62, -0.38], [-0.13, 0.31, 0.11], [0.99, 0.28, 0.53], [-0.87, -0.21, -0.54], [-0.87, 0.42, -0.63], [-0.62, 0.30, -0.11], [0.00, 0.02, -0.07], [0.07, 0.08, 0.06], [0.12, 0.36, 0.48], [-0.07, -0.32, -0.34], [0.09, -0.16, 0.11], [-0.05, 0.36, -0.09], [-0.09, -0.07, 0.36], [-0.29, -0.01, -0.06], [0.07, 0.01, -0.04], [-0.03, 0.01, -0.14], [0.28, 0.05, 0.15], [0.15, 0.15, -0.17], [-0.22, 0.18, 0.01], [-0.01, 0.11, -0.18], [-0.11, 0.32, 0.09], [0.02, 0.23, 0.09], [-0.11, -0.03, -0.15], [0.06, -0.13, 0.03]],
  "mulliken_charge": [-0.6870, -0.1415, -1.0163, 0.3553, -0.3537, -0.4576, 0.0677, -0.5904, -0.0881, -0.9023, -0.5309, -0.9401, -0.4654, -0.6347, 0.2605, 0.2849, 0.3335, 0.5869, 0.3798, 0.4172, -0.1140, 0.2555, 0.2797, 0.2396, 0.3220, 0.3678, 0.4401, 0.3871, 0.5286, 0.4206, 0.3832, 0.4995, 0.2202, 0.3911, 0.2366, 0.2645]
}

---

Entry 3:
{
  "formula": "C9H22NO4P",
  "method": "the ωB97M-V functional and the def2-TZVPD basis",
  "orbital_gap_ha": 0.245,
  "largest_force_ev_per_a": 5.1,
  "homo_energy_ev": -7.383,
  "elements": ["O", "O", "O", "O", "C", "C", "C", "C", "C", "C", "C", "C", "C", "N", "P", "H", "H", "H", "H", "H", "H", "H", "H", "H", "H", "H", "H", "H", "H", "H", "H", "H", "H", "H", "H", "H", "H"],
  "xyz": [[-0.857395, 1.081364, -2.229769], [-1.849051, -0.804380, -1.138094], [-0.153014, 0.642058, 0.153947], [0.663594, -0.898767, -1.809219], [-3.832686, 2.217608, 2.813600], [-0.038726, -0.351196, 1.193121], [1.866175, -0.131784, -1.949070], [-3.311031, 0.773008, 2.770799], [0.262385, 0.343498, 2.518210], [-2.032477, 0.583989, 3.601573], [-0.837558, 1.333052, 2.935196], [3.364600, -2.184905, -4.756159], [2.891066, -1.046632, -2.677975], [2.341423, -1.462189, -4.004884], [-0.603688, -0.006968, -1.264955], [-4.110406, 2.483418, 3.850493], [-3.034369, 2.889524, 2.496823], [-4.681736, 2.347027, 2.143417], [0.744620, -1.068957, 0.946975], [-0.957419, -0.986968, 1.307276], [2.193294, 0.116878, -0.926194], [1.674673, 0.757769, -2.547882], [-3.144351, 0.463244, 1.734377], [-4.079073, 0.112634, 3.141119], [0.405338, -0.350615, 3.344734], [1.193150, 0.913164, 2.409700], [-2.217892, 1.007438, 4.564359], [-1.787369, -0.481746, 3.848284], [-1.152988, 1.890962, 2.058227], [-0.429258, 2.020898, 3.690994], [3.877780, -2.971588, -4.138434], [2.973329, -2.597418, -5.672764], [4.135978, -1.455549, -5.076913], [3.811973, -0.491678, -2.776001], [3.171735, -1.921800, -2.127279], [2.028989, -0.672523, -4.555830], [1.510388, -2.091871, -3.871801]],
  "atomic_forces_ev_per_a": [[2.00, 1.36, -0.62], [1.12, -1.76, 1.15], [0.69, -1.32, 0.29], [1.31, -0.15, 0.10], [0.43, -0.39, 0.38], [-0.62, -0.48, 1.00], [-0.24, -1.67, 0.22], [0.05, -0.19, -0.03], [0.17, 1.00, -0.34], [0.08, -0.03, -0.91], [0.09, -0.97, 0.95], [2.03, -0.29, -0.59], [-1.02, 1.62, 1.12], [-0.37, -1.29, 0.64], [-4.67, 1.38, -1.35], [-0.02, -0.02, -0.47], [-0.13, 0.18, -0.02], [-0.03, 0.06, 0.11], [0.32, 0.02, -0.08], [0.42, 0.84, -0.45], [0.40, 0.22, -0.56], [-0.05, 0.28, 0.09], [0.14, 0.09, 0.00], [-0.42, -0.30, 0.22], [0.10, -0.36, -0.18], [0.07, -0.15, -0.07], [-0.15, 0.49, 0.84], [-0.22, 0.67, -0.70], [-0.07, 0.15, 0.03], [0.03, 0.00, -0.45], [-0.84, 0.79, -0.53], [-0.35, -0.32, -0.07], [-0.36, -0.39, 0.38], [0.25, 0.25, -0.73], [-0.38, -0.70, 0.26], [-0.32, 0.45, 0.10], [0.56, 0.97, 0.28]],
  "mulliken_charge": [-0.8214, -0.8054, -0.2986, -0.3021, -1.1526, -0.3989, -0.4462, -0.4043, -0.9700, -0.7793, -0.5329, -0.8486, -0.8691, -0.1183, 0.8019, 0.2955, 0.3064, 0.3661, 0.4441, 0.3169, 0.3589, 0.3924, 0.1860, 0.3933, 0.4075, 0.3658, 0.4482, 0.3326, 0.3672, 0.2653, 0.3101, 0.3671, 0.3630, 0.4464, 0.4487, 0.3739, 0.3904]
}

---

| no. | energy (eV) |
| --- | --- |
| 1 | -20546.20245 |
| 2 | -17131.96275 |
| 3 | -28659.41844 |